(1)
Density functional theory data (ωB97M-V with the def2-TZVPD basis set) for a molecular structure, C30H63NNbO7S9.

Geometry as XYZ:
```
111
Properties=species:S:1:pos:R:3:lowdin_charge:R:1
S 2.87921 2.39047 2.85081 0.64
C 1.24194 2.13147 2.71502 -1.03
S 0.61449 0.45405 3.00823 0.84
C 1.55963 -0.76235 1.99677 -0.47
C 1.06608 -2.20488 2.47048 -0.41
C 1.58058 -3.28790 1.42988 -0.45
Nb -0.06733 -4.00581 0.03530 0.88
N 0.43389 3.28008 2.32686 -0.13
C -0.74954 3.45888 3.12724 -0.20
C -0.94408 2.93599 4.48412 -0.05
C -2.15350 3.11643 5.27493 -0.07
C -3.29364 3.87952 4.71803 -0.08
C -3.09317 4.44340 3.38556 -0.09
C -1.87396 4.25956 2.58313 -0.01
C 0.17872 3.31089 0.89658 -0.24
C 0.55018 4.52016 0.14597 -0.02
C 0.30919 4.66478 -1.29331 -0.09
C -0.31771 3.55310 -2.03513 -0.08
C -0.65513 2.33222 -1.28749 -0.06
C -0.42909 2.19157 0.15028 0.01
H 1.23499 -0.63293 0.93344 0.08
H 2.66682 -0.74030 2.14424 0.08
H -0.06184 -2.15491 2.52841 0.06
H 1.48191 -2.42406 3.49147 0.06
H 2.38632 -2.80539 0.80352 0.01
H 2.01938 -4.15611 2.00278 0.02
H 0.94972 -5.53243 -0.21982 -0.19
H 0.79514 -3.26954 -1.40312 -0.17
H -1.02220 -2.45281 0.13380 -0.19
H -1.02621 -4.77694 1.38872 -0.20
H -1.26163 -4.67684 -1.16402 -0.24
H -0.11538 2.32845 4.93656 0.08
H -2.26968 2.67354 6.28931 0.09
H -4.24468 4.02081 5.27969 0.07
H -3.92243 5.04735 2.92736 0.09
H -1.86034 4.74716 1.58558 0.10
H 1.00647 5.40905 0.65414 0.11
H 0.55600 5.58819 -1.86330 0.09
H -0.51070 3.65652 -3.12404 0.09
H -1.14300 1.46268 -1.79374 0.10
H -0.69594 1.28521 0.74645 0.09
C 3.91340 -1.31990 -3.83608 -0.28
S 2.90101 -2.62330 -3.11063 0.76
O 2.88556 -2.41377 -1.64137 -0.61
C 4.06011 -3.96234 -3.45193 -0.27
H 3.39715 -0.36858 -3.70238 0.05
H 4.88103 -1.28031 -3.34006 0.03
H 4.04603 -1.51377 -4.90142 0.03
H 5.01935 -3.75361 -2.97660 0.05
H 4.18984 -4.06512 -4.53099 0.03
H 3.64515 -4.88535 -3.04610 0.05
C -9.12793 5.22554 5.42625 -0.29
S -8.09938 3.86528 6.00754 0.81
O -6.74583 4.42135 6.28938 -0.56
C -8.01214 3.01513 4.41909 -0.27
H -9.28311 5.91578 6.25273 0.04
H -8.62628 5.74371 4.60636 0.06
H -10.09012 4.83662 5.09426 0.04
H -7.58616 3.67860 3.66488 0.06
H -9.01298 2.69916 4.12077 0.05
H -7.37483 2.13859 4.53244 0.05
C 0.04755 -4.60380 7.41721 -0.28
S 0.64266 -3.29034 6.33178 0.80
O 0.08835 -3.54620 4.97919 -0.54
C 2.36415 -3.82935 6.31918 -0.27
H -1.02932 -4.48907 7.53622 0.05
H 0.26265 -5.57735 6.97403 0.06
H 0.53129 -4.51810 8.39180 0.05
H 2.43018 -4.85236 5.94560 0.06
H 2.77174 -3.76981 7.32990 0.05
H 2.92674 -3.16618 5.66246 0.05
C 8.83497 -0.82199 -5.34757 -0.27
S 7.93556 -2.37064 -5.16401 0.81
O 6.55382 -2.03664 -4.71049 -0.56
C 8.85350 -2.94602 -3.72156 -0.27
H 8.40002 -0.27056 -6.17739 0.01
H 8.74919 -0.23411 -4.43140 0.06
H 9.88324 -1.03440 -5.56301 0.06
H 8.76537 -2.22077 -2.91133 0.06
H 9.90168 -3.08535 -3.99015 0.05
H 8.43198 -3.89916 -3.40258 0.05
C 5.41674 0.03959 -9.01131 -0.26
S 6.41790 -1.34721 -8.44687 0.81
O 7.78254 -0.81487 -8.14627 -0.57
C 6.50615 -2.17322 -10.04745 -0.26
H 5.26702 0.71846 -8.17250 0.06
H 5.93324 0.56419 -9.81768 0.06
H 4.45274 -0.32701 -9.35628 0.03
H 6.94961 -1.50485 -10.78754 0.05
H 5.50277 -2.46712 -10.35818 0.04
H 7.12827 -3.06206 -9.94219 0.05
C 1.38698 -3.24675 -9.00490 -0.26
S 2.61887 -3.01445 -7.70981 0.84
O 3.51485 -1.89998 -8.14044 -0.59
C 3.49886 -4.55767 -8.01054 -0.26
H 0.74149 -2.36939 -9.02637 0.05
H 1.88074 -3.35907 -9.97168 0.05
H 0.78883 -4.13115 -8.78232 0.06
H 3.85896 -4.58604 -9.04052 0.05
H 2.83103 -5.39908 -7.82153 0.06
H 4.34683 -4.60803 -7.32757 0.05
C -13.35945 3.85616 8.59581 -0.27
S -12.46084 4.43940 7.14602 0.81
O -11.04324 4.64137 7.55224 -0.56
C -13.24143 6.06373 7.08625 -0.27
H -13.00033 2.85800 8.84390 0.05
H -13.18052 4.52662 9.43749 0.06
H -14.42569 3.81184 8.36925 0.05
H -13.06964 6.59296 8.02461 0.06
H -14.31173 5.94673 6.91008 0.05
H -12.79940 6.62762 6.26528 0.05
```

Results
Spin multiplicity: 1
ΔE to the lowest compared entry with this formula, charge and spin, kJ/mol: 313.7
Total charge: -1

***

(2)
Density functional theory data (ωB97M-V with the def2-TZVPD basis set) for 7 unconnected molecules or ions with the total composition C30H63O15PS6.

Geometry as XYZ:
```
115
Properties=species:S:1:pos:R:3:lowdin_charge:R:1
C -7.64133 -1.48644 1.71442 -0.14
C -6.51446 -2.49335 1.06357 -0.24
C -4.94833 -2.04696 1.41248 -0.17
C -4.15499 -2.05430 -0.03890 -0.32
O -2.78198 -1.45811 0.05834 -0.47
P -2.51263 -0.79090 -1.54884 0.84
C -2.41074 -0.13765 -3.38101 -0.27
C -3.44010 1.17665 -3.42291 -0.33
O -3.00016 2.44809 -3.62480 -0.05
O -4.87722 0.87110 -3.18884 -0.06
H -7.17266 -0.99857 2.68555 0.08
H -7.88568 -0.66209 0.90425 0.08
H -8.64983 -2.05965 1.93542 0.05
H -6.64302 -2.41245 -0.11952 0.10
H -6.67942 -3.62791 1.32358 0.11
H -4.87189 -1.03324 1.99283 0.11
H -4.38875 -2.86277 2.07964 0.12
H -4.13172 -3.14849 -0.50731 0.12
H -4.75310 -1.32070 -0.75729 0.08
H -3.29400 0.36686 -1.12294 0.05
H -1.08256 -0.72630 -1.37520 0.02
H -3.10462 -2.01726 -2.07292 0.02
H -1.31712 0.12370 -3.70547 0.09
H -2.87637 -1.00515 -4.05600 0.09
H -5.09502 0.93779 -2.21175 0.10
O 2.08824 -0.85734 0.51792 -0.31
S 1.98710 -0.36302 -0.83912 0.67
O 1.12851 -0.98313 -1.82844 -0.37
C 1.62683 1.38118 -0.77924 -0.24
C 2.99455 2.04562 -0.72827 -0.21
C 3.85886 1.29240 -1.73834 -0.22
C 3.63517 -0.20148 -1.50951 -0.22
H 1.00764 1.60525 0.09104 0.11
H 1.09498 1.64474 -1.69832 0.11
H 2.93215 3.11228 -0.96274 0.12
H 3.42468 1.94347 0.27522 0.12
H 3.54833 1.56034 -2.75555 0.12
H 4.91725 1.55289 -1.63910 0.08
H 3.70469 -0.76622 -2.44265 0.10
H 4.34003 -0.60411 -0.77689 0.10
O 6.64235 3.08597 -2.41729 -0.32
S 7.97334 2.56052 -2.63753 0.67
O 9.08560 2.87443 -1.76301 -0.33
C 7.86023 0.79038 -2.80912 -0.23
C 7.61889 0.57180 -4.29529 -0.22
C 8.56395 1.53337 -5.01422 -0.22
C 8.44315 2.89337 -4.32873 -0.22
H 7.05477 0.40479 -2.18179 0.09
H 8.81797 0.36223 -2.49853 0.12
H 7.80080 -0.46769 -4.58336 0.12
H 6.58018 0.81685 -4.54724 0.12
H 9.59375 1.16627 -4.92659 0.12
H 8.33160 1.60703 -6.08122 0.12
H 9.39164 3.43624 -4.34210 0.11
H 7.65835 3.50312 -4.78476 0.11
O -6.54346 -5.41612 -1.85867 -0.32
S -6.03904 -5.50252 -3.21301 0.67
O -6.90005 -5.36980 -4.37124 -0.33
C -4.67367 -4.36964 -3.38027 -0.25
C -3.45730 -5.18353 -2.96461 -0.23
C -3.63410 -6.55450 -3.61561 -0.22
C -5.07445 -6.99847 -3.36592 -0.23
H -4.83769 -3.49152 -2.75338 0.08
H -4.60994 -4.07542 -4.43213 0.11
H -2.52592 -4.70253 -3.27733 0.12
H -3.43315 -5.29261 -1.87376 0.12
H -3.45539 -6.47166 -4.69456 0.12
H -2.92157 -7.28516 -3.22022 0.12
H -5.46058 -7.59646 -4.19527 0.11
H -5.16460 -7.55699 -2.43018 0.11
O -10.05897 -0.97150 -0.82833 -0.32
S -10.90898 -1.67858 0.10637 0.68
O -10.39601 -2.27285 1.32462 -0.35
C -12.29082 -0.63086 0.51676 -0.23
C -13.33317 -0.95130 -0.54416 -0.23
C -13.31193 -2.47113 -0.69997 -0.22
C -11.84924 -2.90214 -0.79390 -0.22
H -11.98079 0.41549 0.51222 0.11
H -12.64239 -0.91563 1.51293 0.11
H -14.32373 -0.58623 -0.25754 0.12
H -13.05931 -0.47834 -1.49482 0.12
H -13.77731 -2.93434 0.17855 0.12
H -13.87644 -2.79567 -1.57969 0.12
H -11.69000 -3.88557 -0.34443 0.11
H -11.49843 -2.90456 -1.82956 0.11
O 7.60724 -0.29730 2.51595 -0.32
S 7.39137 0.86298 1.67733 0.68
O 6.65504 0.79290 0.43099 -0.34
C 6.69950 2.16350 2.68012 -0.23
C 7.91238 2.89495 3.23567 -0.23
C 8.89140 3.01909 2.06918 -0.20
C 8.96618 1.65464 1.38599 -0.22
H 6.06176 1.73763 3.45659 0.11
H 6.11272 2.81468 2.02537 0.11
H 7.64007 3.87291 3.64317 0.09
H 8.36927 2.30722 4.04083 0.12
H 8.51935 3.76741 1.35887 0.12
H 9.88024 3.34772 2.40399 0.12
H 9.13018 1.75206 0.30982 0.07
H 9.74690 1.02862 1.82673 0.11
O 6.89675 5.37058 5.41438 -0.33
S 6.78087 4.38468 6.46828 0.67
O 7.71502 3.28547 6.60814 -0.32
C 6.66066 5.23748 8.02838 -0.24
C 5.16994 5.48256 8.20850 -0.23
C 4.48269 4.18560 7.78403 -0.22
C 5.11374 3.74256 6.46510 -0.23
H 7.24667 6.15760 7.99748 0.11
H 7.04675 4.57045 8.80495 0.11
H 4.92867 5.75088 9.24118 0.12
H 4.84310 6.30372 7.55942 0.12
H 4.64908 3.41742 8.54898 0.12
H 3.40100 4.31608 7.67998 0.12
H 5.14418 2.65340 6.37956 0.11
H 4.58786 4.16921 5.60657 0.11
```

Results
Spin multiplicity: 1
SMILES: CCCCO[PH3]CC(=O)O.O=S1(=O)CCCC1.O=S1(=O)CCCC1.O=S1(=O)CCCC1.O=S1(=O)CCCC1.O=S1(=O)CCCC1.O=S1(=O)CCCC1
Total charge: 0

***

Number 1: total energy -147006.0967 eV, Kohn-Sham gap 5.54 eV. Number 2: total energy -137136.9807 eV, Kohn-Sham gap 9.77 eV.